# 1
The following is a quantum chemistry calculation of a structure of composition C44H49BrN5STm in a non-equilibrium geometry, from the OMol25 dataset.

```
101
Properties=species:S:1:pos:R:3:lowdin_charge:R:1
Tm 14.0320 11.0085 13.4056 1.356
C 15.4756 9.3648 7.6089 -0.100
C 16.1861 10.6448 8.0304 -0.211
C 15.5579 11.3490 9.1938 -0.136
C 14.8116 12.4888 9.1906 -0.141
C 14.4697 13.3541 8.0118 -0.195
C 15.3962 14.5825 7.8955 -0.086
C 14.4532 12.7759 10.5585 -0.236
N 14.9491 11.8021 11.3878 0.006
C 15.6690 10.9434 10.5853 -0.227
C 16.4699 9.8876 11.0550 0.051
C 16.7696 9.5771 12.4017 -0.256
C 17.6127 8.4743 12.8197 -0.133
C 18.3104 7.4917 11.9077 -0.205
C 19.6533 8.0562 11.4306 -0.098
C 17.6793 8.5696 14.1980 -0.152
C 16.8948 9.6925 14.5839 -0.239
C 16.7433 10.1655 15.9056 0.061
C 15.8954 11.1288 16.3391 -0.220
N 14.9585 11.7346 15.4826 0.034
C 14.2397 12.5451 16.2399 -0.221
C 12.9782 13.0843 15.6780 -0.313
C 13.0317 13.8894 14.4291 -0.221
N 13.5671 13.3203 13.3391 0.017
C 13.2950 14.1555 12.2780 -0.229
C 13.6977 13.8633 10.9868 0.057
C 12.5332 15.2837 12.7521 -0.126
C 12.3618 15.0906 14.1140 -0.136
C 11.6681 15.9922 15.0781 -0.194
C 12.5918 16.9481 15.8612 -0.087
C 11.9526 16.3672 11.8972 -0.206
C 10.5630 16.0189 11.3411 -0.097
C 14.6794 12.5573 17.5969 -0.131
C 15.6793 11.6260 17.6726 -0.132
C 16.4545 11.1868 18.8754 -0.197
C 15.9337 9.9181 19.5387 -0.090
C 14.0513 13.3348 18.7138 -0.187
C 12.8082 12.6067 19.2491 -0.081
N 16.3180 10.2742 13.4784 0.010
C 18.3407 7.6028 15.1322 -0.202
C 17.3758 6.5553 15.7176 -0.094
H 15.9366 8.9090 6.7167 0.069
H 14.4271 9.5891 7.3576 0.079
H 15.4718 8.6234 8.4168 0.069
H 16.2150 11.3079 7.1676 0.096
H 17.2367 10.4219 8.2585 0.109
H 13.4396 13.6939 8.1060 0.102
H 14.5128 12.7687 7.1002 0.095
H 15.3011 15.1841 8.7965 0.065
H 15.1179 15.2040 7.0349 0.068
H 16.4218 14.2544 7.8076 0.068
H 16.9394 9.2738 10.2955 0.095
H 17.6569 7.2611 11.0619 0.101
H 18.4431 6.5387 12.4295 0.101
H 19.5109 8.9863 10.8778 0.068
H 20.1982 7.3164 10.8220 0.068
H 20.2541 8.3259 12.3079 0.073
H 17.3450 9.6571 16.6537 0.110
H 12.4269 13.6446 16.4342 0.105
H 13.3837 14.5636 10.2190 0.105
H 11.0971 15.4035 15.7754 0.098
H 10.9298 16.5981 14.5434 0.101
H 13.3134 16.3730 16.4570 0.065
H 12.0193 17.6192 16.5118 0.066
H 13.1740 17.5511 15.1748 0.064
H 12.6177 16.6135 11.0806 0.096
H 11.8541 17.2921 12.4890 0.104
H 10.6420 15.1766 10.6502 0.067
H 10.1305 16.8850 10.8211 0.063
H 9.8446 15.7264 12.1433 0.084
H 16.3920 11.9850 19.6176 0.097
H 17.5317 11.0837 18.6304 0.116
H 14.9158 10.0294 19.9013 0.062
H 16.5557 9.6807 20.3992 0.066
H 15.9153 9.0849 18.8472 0.064
H 13.7689 14.3428 18.3721 0.102
H 14.7841 13.4921 19.5177 0.099
H 12.0942 12.4401 18.4316 0.050
H 12.3031 13.1871 20.0208 0.065
H 13.0747 11.6309 19.6469 0.061
H 18.7552 8.1394 15.9870 0.097
H 19.1758 7.1056 14.6144 0.104
H 16.5845 7.0127 16.3424 0.074
H 17.9362 5.8349 16.3342 0.066
H 16.8576 6.0051 14.9328 0.068
S 10.7789 11.4926 15.7263 0.590
C 12.2682 11.7808 15.1378 -0.684
Br 6.8335 7.0503 13.8896 0.703
C 8.5601 7.7553 13.6393 -0.719
C 8.7335 8.4411 12.4547 -0.149
C 9.9549 9.0638 12.2229 -0.030
C 11.0056 8.8826 13.1092 -0.275
C 10.7905 8.2279 14.3129 -0.069
C 9.5573 7.6484 14.5848 -0.118
H 7.9190 8.5603 11.7671 0.084
H 10.1211 9.6505 11.3268 0.113
H 11.5700 8.1661 15.0457 0.108
H 9.3760 7.1885 15.5450 0.101
N 13.3987 8.7458 12.9883 -0.044
C 12.3277 9.4750 12.9012 -0.333
H 13.2478 7.7286 13.1121 0.063
```

The total energy comes out at -6037.37577 hartree. The spin multiplicity is 4. Its charge is -1.

# 2
The following is a quantum chemistry calculation of a structure of composition C44H49IN2O4P3Y in a non-equilibrium geometry, from the OMol25 dataset.

```
104
Properties=species:S:1:pos:R:3:lowdin_charge:R:1
Y 0.7452 0.0339 0.5804 0.985
C -0.0253 -3.6934 1.1064 -0.300
P 0.1286 -2.7564 -0.4508 1.023
C 0.8912 -4.0064 -1.5510 -0.347
C 2.0264 -4.6949 -1.1189 -0.108
C 2.6476 -5.6238 -1.9387 -0.100
C 2.1570 -5.8692 -3.2155 -0.112
C 1.0434 -5.1754 -3.6620 -0.102
C 0.4125 -4.2538 -2.8343 -0.098
C -1.5809 -2.6068 -1.0746 -0.364
C -2.5094 -3.6481 -1.0326 -0.093
C -3.8159 -3.4472 -1.4407 -0.095
C -4.2168 -2.1926 -1.8926 -0.093
C -3.3054 -1.1519 -1.9450 -0.072
C -1.9906 -1.3640 -1.5418 -0.086
C -0.5116 -2.7824 2.1856 -0.430
C -1.0926 -3.0999 3.3911 -0.084
C -1.2542 -1.8685 4.0860 -0.087
C -0.7602 -0.8862 3.2609 -0.422
C -0.8392 0.6077 3.3769 -0.302
P -2.1127 1.2083 2.1282 1.009
C -3.5984 0.7034 3.4894 -0.300
C -3.9674 1.2781 4.7077 -0.125
C -5.0059 0.7807 5.4872 -0.128
C -5.7214 -0.3349 5.0624 -0.143
C -5.3734 -0.9375 3.8601 -0.124
C -4.3318 -0.4178 3.0991 -0.139
C -2.3732 2.9868 2.5522 -0.367
C -3.6190 3.5690 2.3311 -0.111
C -3.8445 4.9114 2.5920 -0.110
C -2.8203 5.7081 3.0915 -0.129
C -1.5695 5.1465 3.3051 -0.108
C -1.3495 3.8031 3.0246 -0.095
N -0.3003 -1.4339 2.0833 -0.111
H -0.6759 -4.5639 0.9755 0.081
H 0.9828 -4.0666 1.3207 0.061
H 2.4492 -4.4801 -0.1444 0.093
H 3.5308 -6.1401 -1.5836 0.098
H 2.6451 -6.5893 -3.8605 0.090
H 0.6558 -5.3432 -4.6599 0.096
H -0.4573 -3.7209 -3.1966 0.103
H -2.2027 -4.6208 -0.6640 0.101
H -4.5289 -4.2611 -1.3914 0.093
H -5.2450 -2.0263 -2.1897 0.095
H -3.5958 -0.1638 -2.2759 0.100
H -1.2988 -0.5267 -1.6125 0.086
H -1.3608 -4.0914 3.7255 0.076
H -1.7331 -1.7052 5.0401 0.088
H -1.1659 0.9045 4.3748 0.076
H 0.1399 1.0742 3.2126 0.050
H -3.4319 2.1559 5.0655 0.094
H -5.2619 1.2600 6.4269 0.081
H -6.5339 -0.7300 5.6623 0.078
H -5.9078 -1.8187 3.5195 0.083
H -4.0601 -0.9067 2.1657 0.081
H -4.4256 2.9492 1.9546 0.104
H -4.8222 5.3390 2.4010 0.087
H -2.9923 6.7591 3.2931 0.081
H -0.7505 5.7557 3.6702 0.087
H -0.3572 3.3832 3.1358 0.091
C 3.7426 -1.8744 -2.2716 -0.036
C 3.4383 -0.9637 -3.4405 -0.618
C 4.5726 -1.0023 -4.4565 -0.038
C 2.1244 -1.3134 -4.1188 -0.028
O 3.4251 0.4156 -2.9986 -0.169
P 2.3913 1.2230 -2.0792 0.262
O 2.0356 2.4618 -2.7852 -0.256
O 1.3145 0.2581 -1.5631 -0.440
O 3.1640 1.4936 -0.6977 -0.244
C 4.4111 2.2094 -0.4662 -0.623
C 5.5601 1.2230 -0.5977 -0.042
C 4.2809 2.7065 0.9643 -0.039
C 4.5720 3.3824 -1.4213 -0.045
H 3.7895 -2.9113 -2.6115 0.082
H 2.9854 -1.8014 -1.4926 0.023
H 4.6991 -1.6084 -1.8202 0.082
H 4.6785 -2.0112 -4.8622 0.082
H 5.5123 -0.7201 -3.9798 0.079
H 4.3760 -0.3116 -5.2763 0.084
H 2.2172 -2.2980 -4.5850 0.080
H 1.8935 -0.5786 -4.8920 0.093
H 1.3013 -1.3385 -3.4098 0.065
H 5.3772 0.3629 0.0462 0.033
H 6.4928 1.7082 -0.2926 0.083
H 5.6664 0.8813 -1.6252 0.070
H 4.1874 1.8636 1.6497 0.044
H 3.3884 3.3268 1.0531 0.085
H 5.1533 3.3042 1.2404 0.082
H 4.6248 3.0693 -2.4621 0.078
H 5.4999 3.9030 -1.1633 0.082
H 3.7326 4.0709 -1.3344 0.086
I 3.1937 -1.2407 1.6739 0.025
N -0.4516 1.7760 0.8873 -0.335
C -0.8910 2.5229 -0.1817 -0.462
C -0.1093 3.5861 -0.6849 -0.076
C -0.4981 4.3517 -1.7652 -0.128
C -1.7196 4.1304 -2.3962 -0.150
C -2.5189 3.1007 -1.9154 -0.138
C -2.1260 2.3099 -0.8455 -0.104
H 0.8500 3.7607 -0.2082 0.090
H 0.1793 5.1136 -2.1354 0.089
H -2.0254 4.7294 -3.2453 0.071
H -3.4746 2.9004 -2.3936 0.080
H -2.7745 1.5103 -0.5081 0.052
```

As for the relative energy (zero: lowest compared OMol25 entry of this formula, charge and spin): 0.928 eV. Its charge is -2.

> Which of these has the lowest charge?

C44H49IN2O4P3Y